[1]
Molecular formula: C23H27N3O4
Method: DFT, the ωB97M-V functional and the def2-TZVPD basis

Last column: Löwdin charge in e.
Element x y z (Å)
O (4.01225, -3.91081, -0.75588)  0.0387
O (-1.67043, 4.36279, -0.06015)  0.0285
O (-5.15881, 2.31166, -1.68685)  0.0628
O (6.77180, -0.02042, -0.72017)  -0.0928
C (3.88208, -2.86493, -0.14275)  -0.4825
C (-2.56254, 3.52966, -0.10532)  -0.5440
C (-4.39595, 1.36192, -1.81539)  -0.4489
C (2.75497, -2.64409, 0.74302)  0.0527
C (2.61268, -1.44014, 1.40660)  -0.1725
C (-2.13898, -3.66897, 0.60465)  -0.0798
C (4.55085, 1.81828, 1.64043)  -0.0782
C (-1.22606, -2.63670, 0.33220)  -0.0776
C (-3.50002, -3.37105, 0.79122)  -0.0750
C (5.63152, 1.55293, 0.79728)  -0.0175
C (3.56050, 0.85640, 1.84023)  -0.0360
C (-1.66940, -1.30548, 0.26664)  -0.0428
C (-3.94869, -2.04008, 0.70844)  -0.0343
C (5.73776, 0.31601, 0.13136)  -0.1924
C (3.63760, -0.39023, 1.19892)  -0.1062
C (4.73174, -0.64672, 0.34068)  -0.0944
C (-3.03254, -1.00234, 0.44936)  -0.2202
N (4.81807, -1.87944, -0.31038)  0.1784
N (-4.63575, 0.38759, -2.70395)  0.0206
N (-2.30579, 2.35221, -0.67956)  0.1138
C (7.83175, 0.92675, -0.91394)  -0.0669
C (-3.89619, 3.85145, 0.53713)  0.0083
C (1.44064, -1.22895, 2.33283)  -0.0488
C (-5.77845, 0.37648, -3.61601)  -0.0540
C (-3.48920, 0.44301, 0.40167)  -0.0971
C (-3.15641, 1.17090, -0.91685)  -0.1973
H (2.05164, -3.45684, 0.86690)  0.1132
H (-1.79646, -4.69303, 0.66336)  0.0986
H (4.48052, 2.77833, 2.14445)  0.1055
H (-0.18368, -2.86887, 0.17204)  0.0828
H (-4.20265, -4.16624, 0.99778)  0.0976
H (6.37707, 2.33018, 0.67349)  0.1025
H (2.73630, 1.09631, 2.50416)  0.1064
H (-0.95707, -0.51527, 0.07643)  0.1073
H (-4.99540, -1.81702, 0.85991)  0.1057
H (5.60122, -2.07069, -0.92652)  0.1614
H (-3.99499, -0.38982, -2.74278)  0.1346
H (-1.36775, 2.30486, -1.04317)  0.1464
H (7.45001, 1.85661, -1.34743)  0.0935
H (8.33100, 1.15031, 0.03420)  0.0946
H (8.57477, 0.51122, -1.60113)  0.0941
H (-3.73436, 4.58270, 1.32644)  0.0853
H (-4.35446, 2.96286, 0.95861)  0.0638
H (-4.55346, 4.27968, -0.21685)  0.0820
H (1.79588, -1.03532, 3.34949)  0.0912
H (0.84210, -0.37621, 1.99835)  0.0803
H (0.79560, -2.11178, 2.36253)  0.0718
H (-6.70773, 0.36071, -3.04242)  0.0875
H (-5.73989, -0.50038, -4.26411)  0.0849
H (-5.76629, 1.27897, -4.23094)  0.0888
H (-3.00902, 0.95564, 1.23711)  0.1274
H (-4.56530, 0.49091, 0.57666)  0.1185
H (-2.51658, 0.49439, -1.48203)  0.1296

Force components x, y, z for each atom (eV/Å):
0.1 -0.5 -0.2
0.2 0.2 -0.1
0.4 -0.2 -0.1
-0.2 0.0 0.1
0.1 -1.0 -0.7
-0.2 1.7 1.1
-0.7 1.3 0.7
0.1 2.4 1.1
0.4 -1.4 -0.9
-0.4 0.7 -0.1
-0.5 -0.6 0.0
-0.9 0.2 0.1
0.6 0.6 -0.2
0.1 -0.6 -0.4
0.5 0.5 -0.1
-0.6 -1.0 0.1
1.1 -0.3 -0.1
0.2 1.2 0.4
-0.2 -0.1 0.1
0.0 -0.5 -0.3
0.0 -0.4 0.0
-0.2 1.2 0.8
0.4 -1.0 -0.5
-0.7 -1.7 -1.2
-0.3 0.1 0.2
0.2 -0.3 -0.1
0.3 0.1 -0.1
0.0 0.3 0.4
-0.5 -0.4 0.2
0.8 0.0 0.0
0.1 0.0 -0.1
0.0 0.0 0.0
0.0 -0.2 -0.1
0.1 0.0 0.0
0.0 0.0 0.0
0.0 -0.2 -0.1
0.0 -0.2 -0.1
0.1 0.1 0.0
-0.1 0.1 0.0
-0.3 0.0 0.2
-0.1 0.1 0.0
0.0 0.0 -0.1
0.0 -0.1 0.1
-0.1 0.0 0.0
-0.4 -0.2 0.1
0.2 0.0 -0.1
-0.3 -0.1 -0.1
-0.1 -0.1 0.0
-0.1 0.1 -0.1
0.0 0.0 0.2
0.2 0.2 -0.1
0.0 0.0 -0.1
0.1 0.1 0.2
-0.1 -0.1 0.1
0.0 0.2 -0.2
0.0 0.0 0.1
0.2 0.0 0.0

## Properties
**DFT total energy**: -36950.56779 eV
**Maximum force**: 0.0520 hartree/bohr
**Highest occupied orbital energy**: -8.28 eV
**Orbital gap**: 8.557 eV
**SMILES**: CNC(=O)[C@H](Cc1ccccc1)NC(C)=O.COc1cccc2c(C)cc(=O)[nH]c12
**LUMO energy**: 0.28 eV

[2]
Molecular formula: C23H27N3O4S
Method: DFT, the ωB97M-V functional and the def2-TZVPD basis

Last column: Löwdin charge in e.
Element x y z (Å)
O (5.43884, 0.93489, -1.41766)  0.0665
C (4.41206, 1.04188, -0.77900)  -0.4720
N (4.16102, 0.37553, 0.36359)  0.0758
H (3.25245, 0.46844, 0.80005)  0.0848
C (4.99146, -0.70517, 0.84530)  -0.1150
C (4.31119, -2.04214, 0.67277)  -0.2005
C (3.00786, -2.22837, 1.12204)  -0.0402
C (2.37826, -3.44878, 0.95231)  -0.0842
C (3.04339, -4.49832, 0.34084)  -0.0968
C (4.34122, -4.32023, -0.10539)  -0.0864
C (4.96914, -3.09707, 0.05618)  -0.0393
H (5.97898, -2.95816, -0.30156)  0.1119
H (4.86504, -5.13394, -0.58542)  0.1010
H (2.55063, -5.45079, 0.21139)  0.0991
H (1.36463, -3.58277, 1.30200)  0.1000
H (2.47746, -1.41726, 1.60116)  0.0959
H (5.21354, -0.53693, 1.90647)  0.1316
H (5.92363, -0.67249, 0.27663)  0.1200
C (3.26177, 1.96685, -1.19821)  -0.2018
C (2.05080, 1.08041, -1.54497)  -0.1235
C (0.73604, 1.85931, -1.55321)  -0.1822
N (0.57256, 2.68699, -0.37657)  -0.2293
S (0.30621, 1.84324, 1.05567)  0.7053
O (0.19599, 2.82615, 2.09115)  -0.2682
O (1.25127, 0.77161, 1.27926)  -0.3082
C (-1.29439, 1.13066, 0.72958)  -0.2868
C (-2.38853, 1.97234, 0.68248)  -0.0432
C (-3.64268, 1.45297, 0.42756)  0.0021
C (-3.80932, 0.07935, 0.21688)  -0.1664
C (-2.68950, -0.75668, 0.26658)  0.0222
C (-1.43910, -0.22809, 0.52076)  -0.0403
H (-0.56786, -0.86212, 0.57176)  0.1145
H (-2.80500, -1.81371, 0.09809)  0.1074
N (-5.08024, -0.43939, -0.02003)  0.0090
C (-5.36451, -1.64320, -0.61578)  -0.4270
O (-4.56426, -2.45564, -1.00796)  0.0869
C (-6.87443, -1.75709, -0.72410)  -0.0784
C (-7.39539, -0.71813, 0.26003)  -0.1503
H (-8.35337, -0.29398, -0.03222)  0.1123
H (-7.49942, -1.16000, 1.25146)  0.1173
C (-6.28109, 0.32909, 0.26709)  -0.1446
H (-6.18919, 0.83170, 1.23172)  0.1279
H (-6.44771, 1.08108, -0.51403)  0.1306
H (-7.19911, -2.77366, -0.51277)  0.1237
H (-7.15549, -1.51908, -1.75239)  0.1294
H (-4.48654, 2.12187, 0.38421)  0.1054
H (-2.24124, 3.02623, 0.85379)  0.1205
C (1.63023, 3.67478, -0.26469)  -0.1896
C (2.98889, 3.00053, -0.09306)  -0.1261
H (3.78116, 3.75110, -0.10561)  0.1289
H (2.99378, 2.52570, 0.88831)  0.1014
H (1.60161, 4.29574, -1.16485)  0.1321
H (1.39773, 4.29084, 0.60493)  0.1154
H (0.68354, 2.52416, -2.42134)  0.1318
H (-0.11125, 1.17026, -1.59507)  0.1176
H (1.95803, 0.27292, -0.81973)  0.0922
H (2.21179, 0.62747, -2.52507)  0.1298
H (3.57745, 2.49911, -2.10136)  0.1499

Force components x, y, z for each atom (eV/Å):
0.3 -0.1 -0.2
-0.3 0.6 -0.3
-0.1 -0.2 0.6
0.1 0.1 -0.2
0.2 0.0 0.0
0.1 0.0 0.0
0.1 0.0 0.0
-0.1 0.0 0.1
0.0 -0.1 0.0
0.0 -0.1 0.0
0.0 0.1 0.1
0.1 0.0 0.0
0.0 -0.1 0.0
0.0 -0.1 0.0
-0.1 0.0 0.0
-0.1 0.1 0.1
0.1 0.0 -0.1
-0.1 0.0 0.2
0.1 -0.2 0.1
-0.2 0.1 -0.1
0.1 -0.6 -0.4
-0.5 -0.4 0.9
-0.6 0.2 -0.3
-0.1 0.2 0.0
-0.2 -0.2 -0.1
0.6 0.2 0.0
0.0 0.1 0.0
0.0 -0.1 0.0
0.5 0.0 0.0
0.0 -0.1 0.0
0.1 0.0 0.1
0.1 -0.1 0.0
0.0 0.0 0.0
-0.1 0.2 0.2
-0.3 -0.3 -0.2
0.2 -0.2 -0.1
-0.1 0.0 0.1
0.0 0.0 -0.1
0.0 0.0 0.1
0.0 0.0 0.0
-0.3 0.2 0.1
0.0 0.0 -0.1
0.0 0.0 0.1
0.1 0.0 -0.1
0.0 0.0 0.0
-0.1 0.1 0.0
-0.1 0.2 0.0
0.5 0.3 0.5
-0.1 0.1 -0.1
0.0 0.0 0.1
0.1 0.1 0.0
-0.1 0.0 0.0
0.1 0.2 -0.2
-0.1 0.0 0.1
0.0 0.0 -0.2
0.0 0.0 -0.2
0.0 0.0 0.0
0.1 -0.1 0.1

## Properties
**DFT total energy**: -47786.00653 eV
**Maximum force**: 0.0207 hartree/bohr
**Highest occupied orbital energy**: -9.02 eV
**Orbital gap**: 9.396 eV
**SMILES**: O=C(NCc1ccccc1)C1CCN(S(=O)(=O)c2ccc(N3CCCC3=O)cc2)CC1
**LUMO energy**: 0.38 eV

[3]
Molecular formula: C23H27N3O5S
Method: DFT, the ωB97M-V functional and the def2-TZVPD basis

Last column: Löwdin charge in e.
Element x y z (Å)
C (-6.96150, -1.49582, -1.27802)  -0.1069
C (-5.49857, -1.56346, -0.85581)  -0.2763
C (-4.68849, -0.35006, -1.31568)  -0.2126
C (-5.00716, 0.93816, -0.55551)  -0.1580
C (-4.39259, 1.00139, 0.84524)  -0.1501
N (-2.94190, 1.05227, 0.78585)  0.0204
C (-2.16550, -0.03013, 1.03263)  -0.5430
N (-0.88467, -0.06385, 0.92441)  0.0980
C (-0.22176, 1.05576, 0.51706)  -0.1932
C (1.16371, 0.99279, 0.34486)  0.0447
C (1.84867, 2.11427, -0.08171)  -0.1104
C (1.15509, 3.30434, -0.34195)  0.0013
C (-0.20642, 3.37662, -0.16443)  0.0164
C (-0.91446, 2.25065, 0.26365)  -0.0536
C (-2.36449, 2.28125, 0.41530)  -0.3507
O (-3.06803, 3.25227, 0.23890)  0.0944
H (-0.75587, 4.28477, -0.36013)  0.1226
H (1.71740, 4.15558, -0.69309)  0.1198
C (3.31983, 2.08129, -0.35305)  -0.4463
O (3.83179, 2.74580, -1.23164)  0.0781
N (4.02793, 1.27109, 0.46750)  0.0776
H (3.55159, 0.72688, 1.16870)  0.1385
C (5.42801, 0.99747, 0.25537)  -0.0893
C (5.66797, -0.46407, 0.04844)  -0.2606
C (4.84258, -1.46971, -0.36071)  -0.0211
C (5.62760, -2.65026, -0.35376)  -0.0618
C (6.86545, -2.27326, 0.05836)  -0.1237
O (6.89957, -0.95116, 0.30894)  0.0477
H (7.77293, -2.82267, 0.20968)  0.1172
H (5.30539, -3.63606, -0.61819)  0.1000
H (3.81019, -1.39096, -0.63313)  0.1035
H (6.02586, 1.34210, 1.10816)  0.1356
H (5.72523, 1.57517, -0.62830)  0.1327
H (1.64138, 0.03993, 0.51611)  0.1113
S (-2.89986, -1.53671, 1.54811)  1.0575
C (-1.37512, -2.50242, 1.66685)  -0.3206
C (-0.49308, -2.33351, 0.43905)  -0.6030
O (0.70754, -2.38022, 0.47998)  0.0852
O (-1.22744, -2.32490, -0.67517)  -0.0503
C (-0.54206, -2.28098, -1.92851)  -0.1961
C (-0.50185, -0.87031, -2.49674)  -0.0393
H (0.07344, -0.21398, -1.84827)  0.0621
H (-0.03415, -0.89000, -3.47685)  0.0822
H (-1.50930, -0.47214, -2.59569)  0.0719
H (-1.10422, -2.94779, -2.58731)  0.1251
H (0.47204, -2.66717, -1.78540)  0.1185
H (-1.68884, -3.54396, 1.74875)  0.0958
H (-0.81959, -2.20654, 2.55543)  0.0953
H (-4.68316, 0.13945, 1.44766)  0.0805
H (-4.72557, 1.91980, 1.33678)  0.1321
H (-4.63790, 1.79642, -1.11986)  0.1124
H (-6.08597, 1.05305, -0.45416)  0.1099
H (-4.88425, -0.18446, -2.37766)  0.1145
H (-3.62435, -0.57576, -1.21365)  0.0805
H (-5.04881, -2.45913, -1.28905)  0.1079
H (-5.43548, -1.66273, 0.22872)  0.0695
H (-7.46579, -0.64744, -0.82241)  0.0630
H (-7.48278, -2.39997, -0.97285)  0.0694
H (-7.04296, -1.40201, -2.35888)  0.0738

Force components x, y, z for each atom (eV/Å):
0.2 -0.1 0.1
0.0 0.1 -0.2
-0.1 0.0 0.2
0.2 -0.1 0.0
-0.5 0.2 -0.2
0.1 0.2 -0.1
0.8 -0.4 0.2
-0.3 0.1 0.3
-0.3 0.7 -0.1
0.1 0.3 0.0
-0.4 -0.1 -0.1
0.0 0.1 0.0
0.0 0.0 0.0
0.5 -0.3 0.0
0.0 0.0 0.0
0.0 0.1 0.0
0.0 0.1 0.0
0.0 0.1 0.0
0.1 0.0 0.1
0.0 0.2 -0.2
0.1 -0.4 0.2
0.0 0.1 0.0
0.4 0.1 -0.1
-0.8 -0.1 -0.2
0.2 0.6 0.2
0.6 0.0 0.2
-0.4 -0.8 -0.3
0.2 0.5 0.1
0.2 0.0 0.1
0.0 -0.2 0.0
-0.2 0.1 0.0
0.0 0.0 -0.1
0.0 -0.1 0.2
0.1 -0.1 0.0
-0.3 -0.3 0.2
-0.1 0.4 -0.1
0.2 -0.5 0.3
0.2 -0.1 -0.1
-0.3 -0.1 -0.1
0.4 0.0 -0.4
-0.1 -0.3 0.3
0.1 0.1 0.0
0.1 0.0 -0.1
-0.1 0.1 0.0
0.1 0.0 0.1
-0.2 0.0 -0.1
0.0 0.0 0.0
0.1 -0.1 -0.2
0.0 0.1 0.0
0.0 -0.2 0.0
-0.1 0.0 0.1
-0.1 0.1 0.0
0.1 0.0 -0.1
0.1 0.0 -0.1
0.0 -0.1 0.1
0.0 -0.1 0.0
-0.1 0.1 0.0
-0.1 0.0 0.0
-0.1 0.0 -0.1

## Properties
**DFT total energy**: -49833.76276 eV
**Maximum force**: 0.0174 hartree/bohr
**Highest occupied orbital energy**: -8.56 eV
**Orbital gap**: 8.591 eV
**SMILES**: CCCCCn1c(SCC(=O)OCC)nc2cc(C(=O)NCc3ccco3)ccc2c1=O
**LUMO energy**: 0.03 eV